ORCA calculation (the ωB97M-V functional and the def2-TZVPD basis) on a molecular structure, C4H6GaO7 at a distorted geometry.

Geometry as XYZ:
```
18
C4H6GaO7 (the ωB97M-V functional and the def2-TZVPD basis)
O -3.133 -0.417 -2.631
C -1.879 -0.313 -2.547
O -1.156 -0.293 -3.580
O -1.357 -0.201 -1.333
O 0.240 -0.372 1.115
C 0.699 -0.062 2.374
O 0.596 1.093 2.805
O 0.286 -1.082 3.196
C 0.313 0.667 0.155
C 0.035 0.115 -1.219
Ga -2.702 -0.440 -4.362
H 0.481 -0.840 4.109
H 1.322 1.106 0.151
H -0.408 1.459 0.403
H 0.628 -0.789 -1.408
H 0.300 0.873 -1.965
O 2.653 -0.507 2.021
H 3.081 0.002 2.714
```

Summary:
Total charge: 0
Multiplicity: 2
Gap between HOMO and LUMO (spin up / spin down) in eV: 8.070 / 4.172

***

ORCA calculation (the ωB97M-V functional and the def2-TZVPD basis) on a molecular structure, C21H20BeCl2NO3S6.

Geometry as XYZ:
```
54
C21H20BeCl2NO3S6 (the ωB97M-V functional and the def2-TZVPD basis)
Be -0.033 0.150 -0.240
S -0.268 0.166 3.228
S 1.480 -0.894 3.426
S 2.020 -1.466 1.498
S 1.974 0.260 0.357
O -0.882 -1.070 0.278
S -1.488 -1.719 1.534
C -3.009 -0.799 1.857
C -4.068 -0.734 0.786
C -3.774 -0.443 -0.546
C -4.795 -0.309 -1.478
C -6.125 -0.442 -1.095
C -6.427 -0.719 0.232
C -5.404 -0.867 1.159
C -2.219 -3.159 0.649
C -2.987 -3.999 1.631
C -2.319 -4.639 2.674
C -3.020 -5.369 3.625
C -4.403 -5.474 3.544
C -5.077 -4.847 2.504
C -4.373 -4.114 1.557
H -2.646 0.205 2.082
H -3.386 -1.243 2.781
H -2.744 -0.317 -0.861
H -4.542 -0.085 -2.507
H -6.919 -0.324 -1.822
H -7.459 -0.815 0.549
H -5.643 -1.088 2.194
H -1.314 -3.655 0.296
H -2.812 -2.829 -0.200
H -1.239 -4.558 2.739
H -2.483 -5.861 4.426
H -4.951 -6.035 4.291
H -6.154 -4.933 2.424
H -4.902 -3.627 0.746
S -1.356 2.116 0.363
C 0.099 2.934 0.752
N 0.992 3.188 -0.232
C 2.215 3.722 -0.034
C 2.606 4.105 1.209
C 1.701 3.912 2.266
C 0.474 3.350 2.048
H 0.752 2.840 -1.178
H 2.836 3.808 -0.914
H 3.596 4.506 1.372
H 1.987 4.193 3.272
H -0.216 3.148 2.853
Cl -1.581 -0.103 -4.495
C 0.054 0.533 -4.177
Cl 1.284 -0.717 -4.470
C 0.193 1.064 -2.748
O 0.669 2.199 -2.648
O -0.186 0.285 -1.839
H 0.233 1.333 -4.881
```

Summary:
Total charge: -1
Gap between HOMO and LUMO in eV: 5.761

***

ORCA calculation (the ωB97M-V functional and the def2-TZVPD basis) on 2 unconnected molecules or ions with the total composition C8H19BrN6O3P at a distorted geometry.

Geometry as XYZ:
```
38
C8H19BrN6O3P (the ωB97M-V functional and the def2-TZVPD basis)
N 5.026 2.719 0.283
P 4.381 1.743 -1.055
O 4.661 2.507 -2.565
N 2.607 1.698 -0.698
N 1.693 2.659 -0.984
C 0.448 2.146 -0.448
C -1.021 2.753 -0.392
C -1.458 3.427 -1.797
O -2.254 2.833 -2.564
Br -0.778 5.215 -2.305
N 0.699 0.855 0.127
C 2.111 0.513 -0.020
N 2.784 -0.588 0.384
H 5.219 3.688 -0.012
H 5.857 2.273 0.697
H 3.866 2.988 -2.892
H 1.785 3.568 -1.456
H -1.162 3.523 0.447
H -1.726 1.875 -0.126
H 3.405 -0.601 1.211
H 2.641 -1.499 -0.094
C -1.561 -4.003 0.363
C -2.205 -3.432 1.623
C -3.364 -2.456 1.332
O -2.945 -1.159 0.915
C -2.633 -1.057 -0.462
N -1.164 -2.804 2.449
H -0.915 -3.282 -0.143
H -0.936 -4.866 0.615
H -2.320 -4.341 -0.348
H -2.621 -4.276 2.182
H -3.914 -2.300 2.266
H -4.080 -2.881 0.619
H -3.273 -1.691 -1.081
H -1.581 -1.300 -0.627
H -2.781 -0.018 -0.767
H -1.583 -2.505 3.328
H -0.909 -1.925 1.994
```

Summary:
Total charge: +1
Gap between HOMO and LUMO in eV: 6.927